C30H82O14 | wB97M-V/def2-TZVPD

Bonds (Å) are listed after each position.
Element x y z (Å)
1 C 16.76987 11.12421 -9.37325  C2 1.478, C5 1.498, H6 1.090, H7 1.090
2 C 15.44491 10.73120 -8.84801  C1 1.478, C3 1.510, H8 1.090, H9 1.090
3 C 14.96143 12.07984 -8.37080  C2 1.510, O4 1.380, H10 1.090, H11 1.090
4 O 16.07946 12.88358 -8.27782  C3 1.380, C5 1.394
5 C 17.27109 12.17580 -8.43163  C1 1.498, O4 1.394, H12 1.090, H13 1.090
6 H 16.69126 11.56584 -10.36667  C1 1.090
7 H 17.38234 10.22289 -9.34889  C1 1.090
8 H 15.52346 10.03979 -8.00903  C2 1.090
9 H 14.85404 10.30203 -9.65720  C2 1.090
10 H 14.43815 12.02567 -7.41615  C3 1.090
11 H 14.30510 12.51663 -9.12349  C3 1.090
12 H 17.58604 11.70299 -7.50138  C5 1.090
13 H 17.97512 12.95041 -8.73563  C5 1.090
14 C 9.07455 9.37187 -15.10609  C15 1.481, C18 1.496, H19 1.090, H20 1.090
15 C 8.86077 10.70418 -15.71593  C14 1.481, C16 1.574, H21 1.090, H22 1.090
16 C 9.99296 10.78729 -16.80553  C15 1.574, O17 1.411, H23 1.090, H24 1.090
17 O 10.08709 9.44717 -17.23640  C16 1.411, C18 1.455
18 C 9.31781 8.58338 -16.35432  C14 1.496, O17 1.455, H25 1.090, H26 1.090
19 H 8.33889 8.89885 -14.45559  C14 1.090
20 H 9.99082 9.41555 -14.51732  C14 1.090
21 H 8.87069 11.44701 -14.91831  C15 1.090
22 H 7.86521 10.73418 -16.15871  C15 1.090
23 H 10.88000 11.11048 -16.26073  C16 1.090
24 H 9.71519 11.45040 -17.62482  C16 1.090
25 H 9.95258 7.75497 -16.03984  C18 1.090
26 H 8.42772 8.14554 -16.80614  C18 1.090
27 C 18.94451 7.26143 -12.95908  C28 1.511, C31 1.587, H32 1.090, H33 1.090
28 C 18.52530 5.80996 -13.00485  C27 1.511, C29 1.535, H34 1.090, H35 1.090
29 C 17.02335 5.86360 -13.31512  C28 1.535, O30 1.400, H36 1.090, H37 1.090
30 O 16.61046 7.01213 -12.62908  C29 1.400, C31 1.437
31 C 17.61718 8.03521 -12.56016  C27 1.587, O30 1.437, H38 1.090, H39 1.090
32 H 19.41043 7.64620 -13.86626  C27 1.090
33 H 19.69484 7.46192 -12.19429  C27 1.090
34 H 18.76380 5.33459 -12.05340  C28 1.090
35 H 18.97621 5.25708 -13.82892  C28 1.090
36 H 16.49097 4.94450 -13.07033  C29 1.090
37 H 16.91808 6.04124 -14.38538  C29 1.090
38 H 17.74086 8.46653 -11.56680  C31 1.090
39 H 17.32128 8.81420 -13.26281  C31 1.090
40 O 15.58928 15.38906 -14.13718  H41 0.957, H42 0.957
41 H 15.95867 16.25170 -14.32596  O40 0.957
42 H 15.30384 15.44457 -13.22522  O40 0.957
43 O 13.64786 9.91692 -18.34084  H44 0.957, H45 0.957
44 H 13.59392 9.64085 -17.42591  O43 0.957
45 H 13.38531 9.14394 -18.84064  O43 0.957
46 O 16.32238 8.73315 -16.86639  H47 0.957, H48 0.957
47 H 15.63475 8.07272 -16.78140  O46 0.957
48 H 16.36284 9.14964 -16.00550  O46 0.957
49 O 18.41932 10.73061 -14.47327  H50 0.957, H51 0.957
50 H 18.25187 11.66759 -14.37197  O49 0.957
51 H 17.63754 10.30737 -14.11842  O49 0.957
52 O 12.81917 9.23980 -15.75807  H53 0.957, H54 0.957
53 H 12.06813 9.31485 -16.34674  O52 0.957
54 H 12.67992 8.41341 -15.29555  O52 0.957
55 C 14.23493 12.07094 -14.36801  C56 1.500, H59 1.090, H60 1.090, H61 1.090
56 C 15.07657 11.10564 -13.58730  C55 1.500, C57 1.542, O58 1.399, H62 1.090
57 C 14.33653 10.28530 -12.51208  C56 1.542, H63 1.090, H64 1.090, H65 1.090
58 O 15.47320 10.19571 -14.57315  C56 1.399, H66 0.960
59 H 13.34373 11.57779 -14.75618  C55 1.090
60 H 14.85281 12.35648 -15.21935  C55 1.090
61 H 13.94898 12.90170 -13.72289  C55 1.090
62 H 15.95785 11.64932 -13.24690  C56 1.090
63 H 15.09262 9.57915 -12.16887  C57 1.090
64 H 13.49509 9.75072 -12.95287  C57 1.090
65 H 13.95900 10.83918 -11.65255  C57 1.090
66 H 14.64672 9.83299 -14.90021  O58 0.960
67 C 16.53793 11.93540 -17.93162  C68 1.590, H71 1.090, H72 1.090, H73 1.090
68 C 16.66349 11.30991 -19.38766  C67 1.590, C69 1.571, O70 1.388, H74 1.090
69 C 17.59411 12.15123 -20.33288  C68 1.571, H75 1.090, H76 1.090, H77 1.090
70 O 17.18557 10.04058 -19.18311  C68 1.388, H78 0.960
71 H 16.16940 12.96098 -17.95363  C67 1.090
72 H 17.48318 11.87077 -17.39271  C67 1.090
73 H 15.70013 11.42947 -17.45180  C67 1.090
74 H 15.67959 11.22093 -19.84823  C68 1.090
75 H 17.37908 13.21961 -20.35333  C69 1.090
76 H 17.57663 11.74759 -21.34524  C69 1.090
77 H 18.62220 12.06600 -19.98092  C69 1.090
78 H 16.83198 9.68098 -18.36625  O70 0.960
79 C 11.68841 5.53791 -11.35025  C80 1.463, H83 1.090, H84 1.090, H85 1.090
80 C 13.13953 5.69097 -11.24843  C79 1.463, C81 1.519, O82 1.434, H86 1.090
81 C 13.93913 4.54112 -11.83600  C80 1.519, H87 1.090, H88 1.090, H89 1.090
82 O 13.50633 6.90148 -11.92473  C80 1.434, H90 0.960
83 H 11.30591 4.92212 -10.53625  C79 1.090
84 H 11.38572 5.09341 -12.29836  C79 1.090
85 H 11.17042 6.49260 -11.25887  C79 1.090
86 H 13.39984 5.86205 -10.20389  C80 1.090
87 H 13.61705 3.58871 -11.41497  C81 1.090
88 H 14.98550 4.51379 -11.53194  C81 1.090
89 H 13.91301 4.48190 -12.92408  C81 1.090
90 H 14.45932 6.98053 -12.00934  O82 0.960
91 C 19.14712 12.78564 -11.90596  C92 1.542, H95 1.090, H96 1.090, H97 1.090
92 C 18.10446 13.78794 -12.44220  C91 1.542, C93 1.519, O94 1.421, H98 1.090
93 C 18.56164 15.23368 -12.53361  C92 1.519, H99 1.090, H100 1.090, H101 1.090
94 O 17.68212 13.45755 -13.75793  C92 1.421, H102 0.960
95 H 18.87127 11.73192 -11.94713  C91 1.090
96 H 19.43616 13.01023 -10.87926  C91 1.090
97 H 20.11605 12.97557 -12.36768  C91 1.090
98 H 17.28113 13.66857 -11.73793  C92 1.090
99 H 19.21526 15.49660 -13.36533  C93 1.090
100 H 19.04971 15.48707 -11.59250  C93 1.090
101 H 17.72942 15.93435 -12.60126  C93 1.090
102 H 16.90213 14.00124 -13.89065  O94 0.960
103 C 10.02648 12.05167 -12.63651  C104 1.516, H107 1.090, H108 1.090, H109 1.090
104 C 10.35497 11.98150 -11.15800  C103 1.516, C105 1.575, O106 1.423, H110 1.090
105 C 11.56686 12.89476 -10.73717  C104 1.575, H111 1.090, H112 1.090, H113 1.090
106 O 9.26270 12.32812 -10.31359  C104 1.423, H114 0.960
107 H 9.96810 13.10413 -12.91402  C103 1.090
108 H 9.07831 11.54841 -12.82575  C103 1.090
109 H 10.65947 11.47094 -13.30747  C103 1.090
110 H 10.54312 10.93175 -10.93275  C104 1.090
111 H 11.20724 13.80415 -10.25573  C105 1.090
112 H 12.34175 13.07328 -11.48268  C105 1.090
113 H 12.03879 12.22149 -10.02157  C105 1.090
114 H 9.48751 12.17933 -9.39222  O106 0.960
115 C 11.16359 13.04152 -19.93961  C116 1.529, H119 1.090, H120 1.090, H121 1.090
116 C 12.58415 13.29536 -19.43307  C115 1.529, C117 1.570, O118 1.412, H122 1.090
117 C 12.66820 13.45327 -17.87317  C116 1.570, H123 1.090, H124 1.090, H125 1.090
118 O 13.42561 12.24454 -19.85796  C116 1.412, H126 0.960
119 H 10.36613 13.73145 -19.66363  C115 1.090
120 H 10.95429 12.02647 -19.60204  C115 1.090
121 H 11.18255 13.00929 -21.02897  C115 1.090
122 H 12.91453 14.24742 -19.84845  C116 1.090
123 H 12.17221 14.37393 -17.56581  C117 1.090
124 H 13.68861 13.65687 -17.54851  C117 1.090
125 H 12.25249 12.62026 -17.30626  C117 1.090
126 H 13.43444 11.51471 -19.23437  O118 0.960

Results
2S+1: 2
Kohn-Sham gap (spin up / spin down): 1.6 / 8.2 eV
DFT total energy: -2245.4501 hartree
Max |F|: 2.9 eV Å⁻¹
Charge: -1